This record from OMol25 describes 13 unconnected molecules or ions with the total composition H25O13 in a non-equilibrium geometry. The level of theory is ωB97M-V with the def2-TZVPD basis set.

The geometry in XYZ format:
```
38
Properties=species:S:1:pos:R:3
O 0.03 -0.55 0.05
H -0.44 0.28 -0.02
O 0.25 2.63 2.58
H 0.20 3.38 2.05
H 0.80 1.91 2.18
O 3.25 -1.68 0.35
H 2.40 -1.57 -0.04
H 3.77 -1.13 -0.18
O -1.84 -2.51 0.17
H -1.24 -1.77 0.22
H -1.30 -3.22 -0.24
O 1.41 0.87 -1.66
H 0.87 0.26 -1.20
H 2.31 0.50 -1.67
O -1.50 2.07 -2.65
H -2.30 2.10 -3.13
H -1.53 1.16 -2.40
O 0.71 -2.53 1.67
H 0.71 -3.38 1.24
H 0.50 -1.91 0.99
O 0.52 2.87 -0.37
H 0.88 2.04 -0.61
H -0.37 2.64 -0.07
O -1.68 -0.61 -1.99
H -2.46 -0.30 -1.52
H -1.03 -0.74 -1.33
O -1.28 -0.04 2.31
H -0.99 -0.66 3.01
H -0.81 -0.34 1.50
O -1.71 1.81 0.42
H -2.45 1.78 -0.21
H -1.78 1.15 1.14
O 1.71 0.82 1.50
H 1.74 0.29 2.28
H 1.09 0.39 0.87
O 0.83 -2.23 -1.77
H 0.54 -1.63 -1.09
H 0.15 -2.15 -2.39
```

Computed properties:
Energy   -27025.07095 eV
Kohn-Sham gap   9.2 eV
Charge   -1
Spin multiplicity   1
Lowest unoccupied orbital energy   2.8 eV

This record from OMol25 describes C2H2N2S3 in the gas phase in a non-equilibrium geometry. The level of theory is ωB97M-V with the def2-TZVPD basis set.

The geometry in XYZ format:
```
9
Properties=species:S:1:pos:R:3
S -1.79 -0.44 2.73
C -0.86 -0.03 1.47
N -0.83 -1.19 0.07
N -0.20 -0.96 -0.88
C 0.73 -0.07 -1.11
S 1.35 1.21 0.07
S -0.45 1.58 1.08
H 1.63 -0.62 -1.53
H 0.43 0.52 -1.89
```

Computed properties:
Energy   -37588.50342 eV
Kohn-Sham gap   7.3 eV
SMILES string   S=C1N=NCSS1
Spin multiplicity   1
Lowest unoccupied orbital energy   -1.0 eV

This record from OMol25 describes a molecular structure, C49H43N2P2S2SbTc. The level of theory is ωB97M-V with the def2-TZVPD basis set.

The geometry in XYZ format:
```
100
Properties=species:S:1:pos:R:3
Tc -1.43 0.81 0.12
S -1.01 0.49 -2.26
P 0.85 0.79 -1.49
C 0.77 0.28 0.12
P 0.99 1.03 1.62
S -0.87 1.36 2.41
C 1.90 -0.05 2.76
C 1.98 0.27 4.11
C 2.61 -0.59 4.99
C 3.16 -1.78 4.52
C 3.08 -2.10 3.18
C 2.45 -1.23 2.29
C 1.87 2.61 1.68
C 1.18 3.80 1.48
C 1.86 5.00 1.46
C 3.24 5.03 1.64
C 3.93 3.84 1.84
C 3.25 2.64 1.85
C 1.28 2.54 -1.75
C 2.61 2.94 -1.55
C 2.97 4.26 -1.72
C 2.02 5.20 -2.09
C 0.70 4.82 -2.29
C 0.34 3.49 -2.12
C 2.08 -0.04 -2.52
C 2.13 0.19 -3.89
C 3.11 -0.42 -4.65
C 4.04 -1.26 -4.05
C 3.99 -1.49 -2.69
C 3.01 -0.88 -1.92
H 1.54 1.19 4.48
H 2.67 -0.34 6.04
H 3.64 -2.45 5.21
H 3.50 -3.03 2.81
H 2.35 -1.47 1.24
H 0.10 3.79 1.36
H 1.32 5.93 1.31
H 3.77 5.97 1.64
H 5.00 3.85 1.98
H 3.80 1.72 2.01
H 3.36 2.21 -1.27
H 4.00 4.57 -1.55
H 2.30 6.24 -2.23
H -0.04 5.54 -2.59
H -0.69 3.18 -2.29
H 1.42 0.86 -4.36
H 3.14 -0.24 -5.72
H 4.80 -1.73 -4.65
H 4.71 -2.14 -2.22
H 2.94 -1.06 -0.85
N -2.51 2.18 -0.15
C -3.29 3.16 -0.64
C -2.80 4.47 -0.81
C -3.63 5.46 -1.30
C -4.95 5.18 -1.63
C -5.44 3.89 -1.47
C -4.63 2.89 -0.98
H -1.77 4.68 -0.54
H -3.24 6.46 -1.42
H -5.59 5.97 -2.01
H -6.47 3.67 -1.73
H -5.01 1.88 -0.87
C 1.92 -4.28 -2.61
C 2.11 -4.24 -1.23
C 1.19 -3.59 -0.43
C 0.07 -2.98 -0.98
C -0.11 -3.03 -2.35
C 0.81 -3.67 -3.16
Sb -1.32 -1.98 0.26
C -3.12 -2.92 -0.40
C -3.68 -2.39 -1.56
C -4.88 -2.88 -2.06
C -5.54 -3.90 -1.38
C -4.99 -4.42 -0.22
C -3.79 -3.93 0.27
C -0.95 -3.02 2.06
C -0.75 -4.40 2.06
C -0.47 -5.07 3.24
C -0.39 -4.37 4.43
C -0.59 -3.00 4.44
C -0.86 -2.33 3.26
H 2.64 -4.78 -3.24
H 2.98 -4.72 -0.79
H 1.35 -3.57 0.65
H -0.97 -2.56 -2.82
H 0.66 -3.69 -4.23
H -3.19 -1.58 -2.09
H -5.29 -2.46 -2.96
H -6.48 -4.28 -1.76
H -5.51 -5.21 0.31
H -3.39 -4.35 1.18
H -0.79 -4.96 1.13
H -0.32 -6.14 3.22
H -0.17 -4.90 5.35
H -0.52 -2.45 5.37
H -1.01 -1.25 3.28
N -4.01 -0.22 1.38
H -4.29 0.75 1.36
H -4.07 -0.55 2.34
H -4.67 -0.76 0.83
```

Computed properties:
Energy   -103475.73504 eV
Kohn-Sham gap (spin up / spin down)   6.6 / 7.2 eV
Spin multiplicity   4
Lowest unoccupied orbital energy (spin up / spin down)   0.6 / 0.0 eV

This record from OMol25 describes a molecular structure, C6H9O6Tl in a non-equilibrium geometry. The level of theory is ωB97M-V with the def2-TZVPD basis set.

The geometry in XYZ format:
```
22
Properties=species:S:1:pos:R:3
O 1.65 -2.85 -0.77
C 1.53 -1.82 0.06
O 1.67 -0.65 -0.30
O 1.22 -2.20 1.23
C 0.97 -1.22 2.32
H 1.97 -0.79 2.50
H 0.75 -1.75 3.27
C 1.82 -2.56 -2.15
H 0.98 -1.98 -2.55
H 2.77 -2.02 -2.32
H 1.86 -3.53 -2.67
O -1.86 1.36 -0.01
C -1.72 0.83 -1.21
C -2.57 0.41 0.84
O -0.95 1.25 -2.05
O -2.46 -0.25 -1.36
C -3.32 -0.40 -0.21
H -2.96 1.04 1.73
H -1.94 -0.27 1.43
H -4.31 -0.01 -0.47
H -3.38 -1.47 0.02
Tl 1.47 1.03 -1.87
```

Computed properties:
Energy   -23342.94335 eV
Kohn-Sham gap   5.1 eV
Spin multiplicity   1
Lowest unoccupied orbital energy   -0.2 eV

This record from OMol25 describes 2 unconnected molecules or ions with the total composition C5H11NO2 in a non-equilibrium geometry. The level of theory is ωB97M-V with the def2-TZVPD basis set.

The geometry in XYZ format:
```
19
Properties=species:S:1:pos:R:3
C 1.10 1.78 -0.30
N 1.59 0.74 0.19
C 1.56 -0.52 -0.49
C 0.16 -1.07 -0.79
C -0.57 -1.67 0.41
C -0.82 -0.81 1.64
O -1.65 -1.18 2.44
H 0.59 1.73 -1.28
H 1.15 2.76 0.16
H 2.10 -1.27 0.06
H 2.10 -0.45 -1.44
H -0.42 -0.20 -1.16
H 0.11 -1.62 -1.72
H -1.52 -2.10 0.08
H 0.09 -2.51 0.68
H -0.15 0.06 1.69
O -1.51 2.26 0.12
H -2.41 2.25 0.46
H -1.51 1.84 -0.74
```

Computed properties:
Energy   -10946.71496 eV
Kohn-Sham gap   10.0 eV
SMILES string   C=NCCCC=O.O
Spin multiplicity   1
Lowest unoccupied orbital energy   0.6 eV

This record from OMol25 describes 2 unconnected molecules or ions with the total composition C3H6Br2S in a non-equilibrium geometry. The level of theory is ωB97M-V with the def2-TZVPD basis set.

The geometry in XYZ format:
```
12
Properties=species:S:1:pos:R:3
C 0.33 -0.71 -1.25
C -1.15 1.45 0.92
C 0.90 -0.17 0.02
S 1.40 -1.32 1.30
Br -2.70 0.55 0.34
Br 2.19 1.30 -0.10
H 1.15 -1.15 -1.83
H -0.37 -1.49 -1.08
H -0.19 0.07 -1.84
H -0.81 2.09 0.18
H -1.06 1.65 1.92
H 0.31 -2.28 1.43
```

Computed properties:
Energy   -154124.77412 eV
Kohn-Sham gap (spin up / spin down)   8.3 / 7.8 eV
Spin multiplicity   1
Lowest unoccupied orbital energy (spin up / spin down)   -0.2 / -0.1 eV